1.
C3H39N2O15S | ωB97M-V/def2-TZVPD

Atoms and positions in Å:
C 0.504 -0.324 -0.904
C -0.784 0.455 -1.178
S -2.005 -0.601 -2.117
N 1.623 0.387 -0.248
C 1.374 1.134 0.994
N 1.550 0.388 2.205
H 0.904 -0.738 -1.831
H 0.209 -1.139 -0.221
H -1.163 0.851 -0.236
H -0.700 1.328 -1.838
H 1.961 1.016 -0.971
H 2.056 1.987 0.998
H 0.330 1.431 0.961
H 2.249 -0.349 2.155
H 0.772 -0.164 2.550
H -2.417 -1.377 0.201
H -3.590 -0.877 1.000
O -2.773 -1.419 1.128
H -4.143 0.016 -0.724
H -4.235 1.140 0.334
O -4.562 0.261 0.112
H 2.649 -2.515 -1.676
H 1.277 -2.871 -2.289
O 2.209 -2.642 -2.544
H 3.545 -1.430 0.355
H 2.120 -1.880 0.587
O 2.890 -2.105 0.016
H -0.179 -2.707 1.664
H -0.516 -2.304 3.130
O 0.048 -2.116 2.377
H -3.166 2.627 2.395
H -2.406 1.603 1.716
O -3.102 2.264 1.495
H -0.963 3.312 3.665
H -1.339 1.930 4.007
O -1.761 2.773 3.766
H -0.909 -3.877 -2.471
H -0.806 -2.418 -1.960
O -0.402 -3.316 -1.870
H 1.995 -1.362 -3.663
H 0.703 -0.657 -4.022
O 1.660 -0.521 -4.083
H 2.853 1.900 -3.447
H 1.747 0.752 -3.218
O 2.121 1.615 -2.902
H 0.780 4.027 0.240
H -0.510 3.635 1.112
O 0.411 3.953 1.141
H -2.247 -3.087 1.044
H -1.998 -3.794 -0.279
O -1.758 -3.830 0.655
H 0.265 4.123 -1.831
H 1.307 3.192 -2.365
O 1.138 4.147 -2.198
H -2.107 -0.463 2.250
H -2.703 0.192 3.597
O -1.962 0.198 2.975
H 4.583 -0.684 -0.459
H 3.233 -0.359 0.332
O 4.142 -0.716 0.387

As for the total charge: -1. Its HOMO-LUMO gap is 7.406 eV. The spin multiplicity is 1. The calculation puts the HOMO energy at -4.9279 eV.

Results of the Löwdin charge analysis, in e, for atoms 1 through 5: -0.2949 -0.5996 0.4204 -0.0699 -0.2961

2.
C32H31ClN4O2OsSi | ωB97M-V/def2-TZVPD

Atoms and positions in Å:
Os 0.463 0.791 0.604
N -0.066 2.193 2.850
N -0.231 1.253 3.892
C 0.500 0.032 3.797
O 0.622 -0.628 4.808
O 0.937 -0.247 2.643
H 0.751 2.793 2.998
H -0.902 2.769 2.789
H -0.264 1.612 4.842
C 1.334 4.070 0.353
N 1.679 2.671 0.217
C 2.913 2.379 -0.068
C 3.358 1.055 -0.155
C 4.634 0.525 -0.427
C 4.503 -0.848 -0.351
C 3.164 -1.109 -0.040
N 2.477 0.024 0.086
C 0.237 4.480 -0.594
C -0.896 5.135 -0.126
C -1.916 5.479 -0.995
C -1.814 5.171 -2.341
C -0.680 4.535 -2.815
C 0.339 4.186 -1.948
H 2.223 4.693 0.170
H 1.015 4.263 1.382
H 3.636 3.181 -0.227
H 5.520 1.097 -0.624
H 5.267 -1.585 -0.507
H 2.698 -2.069 0.078
H -0.987 5.374 0.926
H -2.795 5.978 -0.615
H -2.618 5.426 -3.012
H -0.593 4.302 -3.865
H 1.212 3.666 -2.318
Cl -1.993 1.338 -1.579
C -1.455 1.620 0.095
H -2.261 1.215 0.723
H -1.456 2.710 0.188
C 1.570 -2.167 -4.094
C 1.306 -3.250 -3.273
C 0.733 -3.054 -2.028
C 0.422 -1.776 -1.576
C 0.693 -0.699 -2.419
C 1.254 -0.889 -3.666
Si -0.333 -1.473 0.179
C -0.003 -3.029 1.261
C 1.056 -3.156 2.156
C 1.245 -4.322 2.878
C 0.382 -5.391 2.717
C -0.688 -5.276 1.844
C -0.880 -4.107 1.129
C -2.253 -1.512 0.038
C -2.857 -1.918 -1.146
C -4.234 -1.994 -1.247
C -5.030 -1.653 -0.167
C -4.440 -1.258 1.023
C -3.062 -1.192 1.126
H 2.024 -2.318 -5.062
H 1.561 -4.247 -3.600
H 0.536 -3.903 -1.390
H 0.475 0.314 -2.089
H 1.458 -0.039 -4.300
H 1.718 -2.323 2.318
H 2.067 -4.389 3.576
H 0.529 -6.305 3.272
H -1.385 -6.092 1.729
H -1.730 -4.033 0.467
H -2.238 -2.175 -1.993
H -4.686 -2.315 -2.174
H -6.106 -1.697 -0.252
H -5.057 -1.001 1.872
H -2.604 -0.891 2.059

Its expectation value of S² is 6.02. As for the total charge: 0. The calculation puts the energy relative to the best compared isomer or geometry (same formula, charge and spin) at 96.5 kJ/mol. Its HOMO-LUMO gap (alpha / beta) is 8.235 / 6.353 eV. The spin multiplicity is 5. The calculation puts the HOMO energy (alpha / beta) at -8.2764 / -8.2575 eV.

Results of the Löwdin charge analysis, in e, for atoms 1 through 5: 1.5565 -0.0289 -0.0209 -0.7464 0.0558

3.
F10N5O20S10Sn | ωB97M-V/def2-TZVPD

Atoms and positions in Å:
Sn -0.063 0.262 0.179
N 1.832 -1.503 -1.045
S 3.011 -2.522 -0.983
O 4.324 -2.020 -1.302
O 2.661 -3.919 -1.075
F 3.114 -2.419 0.643
S 1.805 -1.493 -2.745
O 1.095 -2.544 -3.419
O 2.865 -0.780 -3.413
F 0.652 -0.324 -2.699
N -1.427 -0.184 2.699
S -0.582 -1.134 3.821
O -0.115 -2.348 3.235
O -1.071 -1.106 5.175
F 0.688 -0.182 3.884
S -2.839 -0.877 2.892
O -3.640 -0.184 3.875
O -2.978 -2.304 2.814
F -3.512 -0.381 1.527
N -1.969 -1.634 -0.804
S -1.918 -3.311 -0.634
O -0.783 -3.897 -1.299
O -3.121 -4.060 -0.598
F -1.401 -3.334 0.869
S -2.772 -1.669 -2.125
O -4.198 -1.875 -1.986
O -2.062 -2.042 -3.328
F -2.784 -0.056 -2.251
N 2.188 1.604 1.294
S 3.057 2.606 0.179
O 3.246 2.141 -1.159
O 4.016 3.451 0.841
F 1.818 3.620 -0.049
S 3.472 0.929 1.839
O 3.960 1.438 3.088
O 4.435 0.370 0.909
F 2.760 -0.401 2.341
N -1.309 2.617 -1.021
S -1.936 3.893 -0.118
O -2.985 4.615 -0.769
O -1.002 4.541 0.753
F -2.696 3.012 0.974
S -1.152 3.323 -2.378
O -0.365 4.534 -2.320
O -2.227 3.270 -3.337
F -0.094 2.278 -2.974

As for the total charge: -3. The calculation puts the energy relative to the best compared isomer or geometry (same formula, charge and spin) at 74.7 kJ/mol. Its HOMO-LUMO gap is 8.392 eV. The spin multiplicity is 1. The calculation puts the HOMO energy at -3.5597 eV.

Results of the Löwdin charge analysis, in e, for atoms 1 through 5: 1.6555 -0.3374 0.4378 -0.2716 -0.2716

Energy for every record listed, in sequence, given in Eh: -1773.953334, -2447.782024, -6973.370962.